This record from the Open Molecules 2025 dataset describes C25H48F5InO3SSiTe as an isolated structure. The level of theory is ωB97M-V with the def2-TZVPD basis set.

Structure (XYZ):
```
85
Properties=species:S:1:pos:R:3:forces:R:3
In 0.250 0.091 0.014 -0.31 -0.15 -0.06
C 3.651 -0.648 -3.017 0.11 0.05 -0.17
S 3.270 -0.607 -1.285 -0.30 0.24 0.39
O 2.389 0.625 -1.101 0.10 -0.30 -0.23
C 4.868 -0.083 -0.669 -0.02 0.29 -0.03
C 5.757 -0.985 -0.111 0.19 -0.01 0.04
C 6.966 -0.504 0.383 -0.03 0.08 -0.03
C 7.270 0.850 0.321 -0.03 -0.03 -0.03
C 6.356 1.743 -0.227 -0.01 -0.02 0.00
C 5.144 1.278 -0.718 0.07 0.00 0.13
H 4.090 0.314 -3.285 -0.01 -0.04 -0.10
H 2.702 -0.823 -3.521 0.02 -0.02 0.00
H 4.318 -1.496 -3.169 -0.02 0.02 0.03
H 5.489 -2.038 -0.124 -0.09 -0.06 -0.07
H 7.673 -1.199 0.820 0.01 0.00 0.00
H 8.218 1.213 0.703 0.00 0.01 0.02
H 6.579 2.803 -0.261 0.01 0.00 0.01
H 4.391 1.958 -1.101 0.01 -0.03 -0.02
C -2.474 -2.658 0.337 0.03 -0.05 0.02
C -3.016 -1.758 -0.789 0.06 -0.07 0.03
C -4.544 -1.890 -0.790 -0.04 -0.08 0.01
C -2.487 -2.367 -2.100 -0.03 -0.08 0.05
Si -2.346 0.057 -0.546 0.06 0.12 0.07
C -3.403 0.920 0.875 0.04 0.06 -0.02
C -4.870 1.217 0.532 -0.01 0.02 0.04
C -3.390 0.002 2.106 -0.04 0.04 0.04
C -2.764 2.259 1.302 -0.02 -0.05 0.05
C -2.572 1.069 -2.205 0.15 -0.04 -0.08
C -3.891 0.815 -2.943 -0.01 0.05 -0.06
C -2.458 2.579 -1.956 0.01 -0.01 0.03
C -1.408 0.710 -3.148 -0.05 -0.02 0.00
H -2.866 -3.677 0.201 0.00 0.03 0.00
H -2.765 -2.325 1.335 -0.01 -0.07 -0.10
H -1.388 -2.743 0.322 0.04 0.04 -0.07
H -4.808 -2.934 -1.010 -0.01 0.03 0.00
H -5.031 -1.260 -1.538 0.02 0.00 0.00
H -4.977 -1.649 0.184 0.02 -0.04 -0.02
H -2.747 -3.434 -2.118 -0.02 0.03 -0.02
H -1.400 -2.306 -2.164 0.00 0.04 0.01
H -2.924 -1.907 -2.988 -0.02 0.01 0.01
H -5.435 0.328 0.250 0.02 0.04 0.02
H -4.954 1.937 -0.284 0.02 0.02 -0.02
H -5.368 1.663 1.408 0.02 -0.01 -0.03
H -3.995 -0.895 1.959 -0.01 0.07 0.01
H -3.798 0.543 2.972 -0.01 -0.02 -0.01
H -2.381 -0.327 2.368 0.01 0.03 0.00
H -3.040 3.069 0.630 -0.04 0.02 -0.06
H -1.675 2.242 1.319 0.04 -0.07 0.01
H -3.130 2.526 2.305 0.00 0.02 -0.04
H -4.761 1.051 -2.328 0.00 0.02 0.01
H -3.994 -0.218 -3.276 0.02 0.00 0.00
H -3.935 1.455 -3.838 -0.01 -0.02 0.02
H -3.346 2.979 -1.463 -0.03 0.01 0.02
H -2.367 3.090 -2.927 -0.01 0.00 0.04
H -1.580 2.822 -1.351 0.00 -0.03 -0.01
H -1.397 -0.341 -3.434 0.01 -0.01 0.03
H -0.441 0.933 -2.690 0.00 0.04 0.00
H -1.483 1.314 -4.064 -0.02 -0.03 0.00
C 1.268 3.090 -0.161 -0.07 -0.04 0.08
O 0.225 2.189 0.004 0.12 0.36 -0.14
H 1.321 3.487 -1.191 0.00 -0.02 -0.02
H 2.256 2.663 0.052 0.02 0.00 0.04
H 1.144 3.964 0.503 -0.05 0.03 0.03
F 2.113 -3.163 -2.811 0.16 0.21 -0.49
Te 1.698 -3.139 -0.911 -0.33 -0.13 -0.32
F 0.680 -3.719 0.759 -0.11 0.27 0.32
F 4.356 -3.040 -1.265 0.14 0.07 0.01
F 0.576 -4.531 -1.556 -0.35 -0.42 -0.13
F 2.674 -0.904 1.439 -0.01 0.00 -0.02
O 0.553 -1.716 -1.281 0.57 -0.38 0.59
C 2.605 0.210 3.749 0.03 -0.02 0.07
C 1.206 -0.081 3.205 0.01 -0.07 -0.08
C 0.493 -1.057 4.149 0.02 -0.03 0.03
C 0.419 1.230 3.187 0.04 0.07 -0.03
C 1.288 -0.734 1.795 0.00 -0.02 0.18
H 2.516 0.674 4.738 0.02 -0.02 -0.01
H 3.149 0.891 3.093 -0.01 0.02 0.00
H 3.197 -0.701 3.842 0.00 0.01 -0.01
H 0.355 -0.615 5.142 0.00 -0.02 -0.01
H 1.066 -1.983 4.250 -0.01 0.03 0.01
H -0.492 -1.325 3.756 0.00 0.02 0.00
H 0.411 1.693 4.181 0.00 -0.02 -0.01
H -0.616 1.058 2.893 -0.06 0.00 -0.02
H 0.841 1.937 2.469 -0.01 -0.01 0.01
H 0.929 -1.763 1.865 0.01 0.02 0.07
```
Forces are in eV/Å.

As for the net charge: -2. As for the total energy: -77616.3494 eV.



This record from the Open Molecules 2025 dataset describes C13H10N3O2PdS4 as an isolated structure in a non-equilibrium geometry. The level of theory is ωB97M-V with the def2-TZVPD basis set.

Structure (XYZ):
```
33
Properties=species:S:1:pos:R:3:forces:R:3
Pd -0.025 -0.103 -0.240 -0.64 -0.03 1.00
O 4.755 2.433 -1.400 -0.18 -0.18 -0.18
C 4.498 2.746 -0.105 -0.30 -0.08 0.30
C 5.398 3.553 0.583 0.03 0.05 0.08
C 5.182 3.901 1.906 0.01 -0.01 -0.05
C 4.054 3.443 2.565 0.02 0.06 0.13
C 3.153 2.641 1.892 -0.13 -0.08 0.01
C 3.341 2.271 0.558 0.63 0.31 -0.20
C 2.293 1.410 -0.026 -0.64 -0.32 0.22
O 1.335 1.102 0.755 -0.19 -0.19 -0.21
N 2.369 0.995 -1.293 0.84 0.42 -0.27
N 1.322 0.242 -1.579 -0.28 -0.40 -0.63
C 1.138 -0.300 -2.753 0.77 0.63 0.43
C -0.038 -1.082 -2.901 -1.05 -0.63 0.05
C -0.390 -1.734 -4.092 0.45 0.33 0.14
C -1.545 -2.472 -4.156 -0.40 -0.14 0.30
C -2.354 -2.559 -3.020 0.24 -0.02 -0.46
C -1.961 -1.898 -1.877 -0.22 -0.05 0.23
N -0.845 -1.180 -1.799 0.31 0.03 -0.45
H 5.583 2.853 -1.653 -0.01 0.01 0.04
H 6.281 3.911 0.063 0.01 0.00 -0.01
H 5.899 4.531 2.417 0.01 0.00 -0.01
H 3.874 3.708 3.598 -0.03 -0.02 -0.01
H 2.262 2.269 2.386 0.05 0.04 0.02
H 1.857 -0.144 -3.546 0.01 0.00 -0.02
H 0.273 -1.633 -4.942 -0.04 -0.04 -0.03
H -1.830 -2.981 -5.067 0.04 0.02 -0.03
H -3.271 -3.129 -3.027 -0.01 0.01 0.05
H -2.560 -1.940 -0.973 0.10 0.09 0.07
S -1.884 -0.787 1.040 0.60 0.01 -0.98
S -2.703 -0.622 2.881 -0.32 0.00 0.54
S -1.727 0.556 4.451 -0.63 -0.30 0.24
S -0.055 1.364 3.827 0.93 0.45 -0.33
```
Forces are in eV/Å.

As for the net charge: -1. As for the total energy: -69029.8515 eV.



This record from the Open Molecules 2025 dataset describes a 2-piece molecular cluster, C5H13NO overall in a non-equilibrium geometry. The level of theory is ωB97M-V with the def2-TZVPD basis set.

Structure (XYZ):
```
20
Properties=species:S:1:pos:R:3:forces:R:3
C -0.311 -0.399 -0.596 0.78 -3.33 -2.24
C 0.718 -0.789 0.309 -0.84 4.04 3.60
C 0.372 0.637 1.471 1.10 -2.38 -0.51
C -0.073 0.766 -1.515 0.28 -0.02 -0.20
C -1.747 -0.726 -0.288 0.01 -0.25 -0.21
N 1.511 1.483 1.471 0.82 0.78 0.14
O 0.392 -1.879 -1.592 -1.19 1.22 -0.53
H 0.065 -2.732 -1.269 -0.26 0.36 0.10
H 2.069 1.516 2.314 -0.21 -0.08 -0.10
H 1.386 2.416 1.101 -0.14 -0.23 0.15
H 1.740 -0.605 -0.006 -0.20 -0.06 0.04
H 0.557 -1.676 0.912 -0.04 -0.04 -0.28
H -0.539 1.204 1.299 -0.18 -0.32 -0.44
H 0.240 0.059 2.386 0.08 0.41 0.24
H -2.244 -1.018 -1.216 0.02 0.12 0.05
H -1.838 -1.560 0.411 0.08 0.10 0.00
H 0.875 1.272 -1.310 -0.08 -0.21 0.06
H -0.870 1.511 -1.462 -0.07 -0.15 0.05
H -0.022 0.379 -2.536 -0.08 0.04 0.08
H -2.281 0.140 0.116 0.14 -0.02 -0.01
```
Forces are in eV/Å.

As for the total energy: -8930.2928 eV.



This record from the Open Molecules 2025 dataset describes C25H42BINO6Yb as an isolated structure in a non-equilibrium geometry. The level of theory is ωB97M-V with the def2-TZVPD basis set.

Structure (XYZ):
```
77
Properties=species:S:1:pos:R:3:forces:R:3
C -3.291 2.823 -3.679 0.65 -0.35 0.10
C -4.327 2.177 -2.639 0.60 1.10 0.33
C -3.770 0.809 -1.930 -1.34 0.73 -2.01
N -2.333 0.577 -2.261 -0.61 -0.43 1.35
C -1.683 -0.451 -1.408 -0.77 -1.81 -0.04
C -0.975 -1.487 -2.401 0.26 0.04 -1.18
C 0.142 -0.854 -3.378 0.70 -0.04 0.75
C 1.537 -1.604 -3.069 0.15 0.39 0.20
C 2.846 -0.701 -3.343 0.80 -2.36 -0.34
C 4.056 -1.411 -2.508 -0.44 0.72 0.56
C 5.382 -0.513 -2.430 -0.20 -1.95 -0.37
O 6.127 -0.989 -1.257 -0.12 2.17 -0.43
C 7.050 0.017 -0.789 1.34 0.73 0.65
O -2.673 -1.277 -0.677 -0.53 2.00 -0.54
B -2.080 -1.883 0.527 0.89 -1.70 -2.17
C -2.980 -2.107 1.887 0.02 -0.41 0.52
C -2.084 -3.022 2.899 -0.15 0.69 0.16
C -2.638 -2.998 4.414 0.67 -0.60 -0.06
O -2.029 -4.384 2.405 0.91 1.10 0.74
O -0.749 -1.245 0.595 1.01 3.82 0.11
C -0.851 0.057 -0.077 0.59 -4.28 -2.02
C 0.533 0.821 -0.276 0.73 -0.37 0.52
C 1.489 0.782 1.048 0.96 -0.09 -0.83
C 3.056 0.663 0.596 -0.57 1.88 -0.24
I 4.144 -0.816 1.760 -0.49 0.55 -0.48
O -1.942 0.694 0.692 2.01 3.89 1.10
C -1.617 2.039 1.127 0.65 4.05 -1.01
O -1.787 2.995 0.339 0.37 -3.55 2.78
C -1.097 2.286 2.619 0.51 -1.15 2.33
C -0.844 3.704 3.212 0.78 -3.82 2.19
C -0.291 3.737 4.675 -0.49 -2.49 -1.70
C 0.009 2.461 5.513 -1.27 -1.00 -3.34
C -0.256 1.038 4.919 -1.06 3.72 -2.70
C -0.810 0.990 3.471 0.29 2.45 1.42
H -3.650 3.792 -4.161 0.17 -1.39 0.74
H -2.290 3.057 -3.152 -1.66 -0.44 -0.82
H -3.059 2.075 -4.520 -0.35 1.14 1.11
H -5.330 2.026 -3.160 1.34 -0.06 0.81
H -4.494 2.974 -1.815 0.18 -1.26 -1.28
H -3.999 0.930 -0.819 0.48 -0.52 -1.40
H -4.376 -0.042 -2.430 0.67 1.13 1.53
H -2.344 0.289 -3.260 0.40 0.10 1.21
H -1.813 -1.893 -3.090 1.04 0.69 1.45
H -0.514 -2.402 -1.903 -0.84 1.43 -0.22
H 0.278 0.272 -3.151 -0.29 -1.72 -0.48
H -0.131 -0.964 -4.486 0.37 0.18 1.65
H 1.576 -2.604 -3.651 0.08 1.69 0.82
H 1.597 -1.914 -1.954 -0.39 0.60 -1.65
H 3.137 -0.857 -4.451 -0.59 0.91 1.61
H 2.720 0.397 -3.060 0.09 -1.47 -0.44
H 3.689 -1.562 -1.422 0.64 0.25 -1.58
H 4.269 -2.467 -2.913 -0.26 1.72 0.48
H 5.111 0.595 -2.368 0.52 -1.40 -0.04
H 6.037 -0.780 -3.336 -0.99 0.98 1.03
H 6.782 1.082 -1.126 0.15 -1.53 0.33
H 8.142 -0.166 -1.134 -1.79 0.09 0.28
H 7.108 0.060 0.364 -0.41 -0.40 -1.77
H -1.805 -3.009 0.198 -0.14 -0.61 0.49
H -3.208 -1.101 2.412 1.03 -4.61 1.58
H -3.989 -2.612 1.647 1.40 0.75 0.46
H -1.010 -2.598 2.843 -1.69 -0.42 0.21
H -1.752 -2.759 5.107 -1.49 -0.18 -0.84
H -3.499 -2.262 4.573 1.24 -0.99 -0.17
H -2.981 -4.065 4.692 0.38 1.79 -0.53
H -1.088 -4.661 2.522 -1.27 0.18 -0.33
H 0.432 1.884 -0.707 -0.19 -1.66 0.77
H 1.132 0.236 -1.075 -1.42 0.67 1.22
H 1.280 -0.156 1.659 -0.11 1.48 -0.73
H 1.432 1.756 1.652 -0.22 -1.66 -0.69
H 3.188 0.479 -0.521 -0.17 -0.14 1.59
H 3.557 1.684 0.809 -0.63 -1.82 -0.31
H -1.037 4.627 2.575 0.34 -1.39 1.13
H -0.069 4.761 5.116 -0.34 -1.63 -0.57
H 0.441 2.506 6.569 -0.74 0.24 -1.76
H -0.074 0.060 5.471 -0.18 1.67 -0.74
H -0.999 -0.035 2.976 0.55 1.63 0.72
Yb -3.658 0.444 1.905 -1.75 2.37 -1.22
```
Forces are in eV/Å.

As for the net charge: +1. As for the total energy: -80671.7021 eV.



Number 1: LUMO 4.4 eV, Kohn-Sham gap 6.63 eV, HOMO level -2.2 eV. Number 2: LUMO 1.2 eV, Kohn-Sham gap 3.18 eV, HOMO level -2.0 eV. Number 3: LUMO 0.8 eV, Kohn-Sham gap 8.48 eV, HOMO level -7.7 eV. Number 4: LUMO -4.7 eV, Kohn-Sham gap 5.94 eV, HOMO level -10.7 eV.